89
Properties=species:S:1:pos:R:3:forces:R:3:lowdin_charge:R:1 method="wB97M-V/def2-TZVPD" lumo_ev=-0.77 gap_ev=7.81 charge=0 smiles="CC(C)Cc1c(I)c2c(c([PH2]=N)c1B(N)O)C(=O)N(P(O)O)C2=O.COCCNCCOC.COCCNCCOC"
C 7.7526 -3.7812 -1.4136 -0.0885 -0.0113 0.3216 -0.09
C 7.1051 -2.7067 -0.5035 0.1735 -0.2110 -0.0335 -0.38
C 8.1520 -2.1433 0.4645 -0.5271 -0.1567 0.2055 -0.07
C 6.3791 -1.5751 -1.2927 -0.0224 -0.1586 0.1538 -0.15
C 4.8933 -1.5302 -1.0151 0.1655 0.2337 -0.1778 -0.20
C 4.0012 -2.3069 -1.7665 -0.1259 -0.0874 -0.0004 -0.53
I 4.6259 -3.5067 -3.3581 0.0373 0.0272 0.0200 1.09
C 2.6555 -2.2732 -1.4470 0.0236 -0.0291 -0.0457 -0.15
C 2.1917 -1.4882 -0.4051 -0.0066 -0.0347 -0.1688 -0.09
C 3.0416 -0.6754 0.3257 -0.1742 -0.3368 0.1916 -0.21
P 2.4810 0.4023 1.6745 0.1420 0.8679 0.0940 0.81
N 3.2443 1.7671 1.6938 0.0634 -0.2427 -0.1105 -0.24
C 4.4080 -0.6918 0.0122 0.1616 -0.2382 0.1163 -0.02
B 5.4163 0.2608 0.8141 -0.2440 0.5893 -0.1987 -0.67
N 5.8528 1.5641 0.2741 0.0347 -0.4560 -0.4010 0.14
O 5.8808 -0.1607 2.0150 -0.1414 0.0049 -0.0065 0.16
C 0.7206 -1.7130 -0.2793 -0.0589 0.0415 -0.2520 -0.40
O 0.0023 -1.3617 0.6191 0.0814 0.0418 0.0948 0.08
N 0.3176 -2.4739 -1.4084 0.4307 -0.9583 1.0004 -0.06
P -1.0400 -3.6606 -1.3721 -0.5886 0.1504 -1.0572 0.89
O -2.0305 -2.9419 -0.3087 0.1513 -0.4731 0.0156 -0.28
O -0.3941 -4.8750 -0.4932 0.2277 0.2773 0.1768 -0.25
C 1.4885 -2.9945 -2.0425 -0.1834 0.3504 -0.4658 -0.44
O 1.4711 -3.8575 -2.8822 -0.0627 0.2920 0.3923 0.04
H 7.6229 -3.5668 -2.4723 0.1458 0.0086 -0.0001 0.03
H 7.3166 -4.7642 -1.2245 -0.0248 0.0384 -0.0894 0.07
H 8.8142 -3.8674 -1.1757 0.0306 0.0423 -0.2094 0.07
H 6.3596 -3.2119 0.1177 -0.0602 0.0784 -0.0583 0.13
H 8.6022 -2.9713 1.0167 0.2079 0.0688 -0.1298 0.08
H 8.9190 -1.5747 -0.0634 0.0582 -0.0339 0.0396 0.09
H 7.6614 -1.5183 1.2125 0.1774 0.1432 -0.1259 0.06
H 6.8263 -0.6124 -1.0334 -0.0061 -0.0282 0.0254 0.10
H 6.5406 -1.7160 -2.3618 0.0179 0.0925 0.0344 0.06
H 2.7136 -0.3669 2.8295 -0.1826 -0.2581 -0.1109 0.02
H 1.0922 0.4940 1.5480 -0.0441 -0.3006 0.0635 0.01
H 2.6258 2.5681 1.5999 0.0833 0.0662 0.1079 -0.04
H 6.2087 1.4342 -0.6719 0.0994 0.1589 0.0507 0.06
H 4.9994 2.1073 0.1518 0.0699 0.1479 0.2388 0.05
H 6.4063 0.5612 2.3873 0.0302 -0.0404 0.0863 0.12
H -1.8726 -3.2936 0.5784 -0.0195 0.3951 0.1593 0.06
H 0.4147 -4.6723 -0.0066 -0.0494 -0.0780 0.1138 0.07
C -7.3812 -1.4897 -1.8668 0.0171 -0.0633 -0.0812 -0.12
O -6.5596 -2.6237 -1.6920 -0.0654 0.1103 0.0474 -0.19
C -5.3796 -2.4027 -0.9287 0.2033 -0.0991 -0.0480 -0.21
C -5.4796 -3.0172 0.4509 -0.1403 0.0071 0.0540 -0.22
N -6.4299 -2.3084 1.2967 -0.1220 -0.1182 -0.0969 -0.05
C -6.8017 -2.9964 2.5293 0.0300 0.1935 -0.0114 -0.20
C -7.4165 -4.3903 2.4490 0.0485 -0.1051 0.1736 -0.23
O -8.7266 -4.4366 1.9208 0.0069 0.0479 -0.0566 -0.18
C -8.8180 -4.3842 0.5106 -0.1432 -0.0370 0.0666 -0.10
H -8.0895 -1.7216 -2.6609 -0.0049 -0.0247 0.0129 0.09
H -7.9488 -1.2383 -0.9636 0.0266 0.0664 0.0037 0.07
H -6.7950 -0.6166 -2.1687 -0.0088 0.0258 0.0267 0.09
H -5.1428 -1.3357 -0.8689 -0.0969 0.0204 0.0534 0.13
H -4.5591 -2.8891 -1.4598 -0.0098 -0.0007 -0.0097 0.11
H -4.4919 -2.9809 0.9194 -0.0024 -0.0073 0.0165 0.11
H -5.7463 -4.0738 0.3140 0.0972 -0.0238 -0.0265 0.11
H -7.2692 -2.1197 0.7660 0.0103 0.0022 -0.0108 0.07
H -7.5179 -2.3554 3.0489 0.0259 -0.0068 0.0499 0.12
H -5.9120 -3.0560 3.1661 0.0089 -0.0512 -0.0051 0.12
H -7.5069 -4.7550 3.4753 -0.0125 -0.0064 -0.0045 0.12
H -6.7688 -5.1036 1.9237 -0.0099 0.0648 -0.1000 0.11
H -7.9905 -4.9129 0.0300 0.0341 0.0484 -0.0158 0.09
H -8.8549 -3.3550 0.1428 0.0899 -0.0207 -0.0651 0.07
H -9.7520 -4.8693 0.2275 0.0050 -0.0182 0.0221 0.09
C -2.7132 6.8747 0.4094 -0.0644 -0.0636 -0.0443 -0.11
O -2.2156 6.1141 -0.6717 0.0362 0.0549 0.1012 -0.19
C -1.3688 6.8196 -1.5675 -0.0158 0.0121 -0.2308 -0.22
C 0.0825 6.4156 -1.4187 0.0225 -0.0269 0.1390 -0.22
N 0.6489 6.8829 -0.1617 -0.0811 -0.1871 0.0558 -0.05
C 1.9386 6.2994 0.1959 -0.0562 0.1974 0.0436 -0.20
C 2.0590 4.7857 0.3266 0.2073 -0.0298 -0.0513 -0.23
O 1.3908 4.2271 1.4470 -0.0519 0.0414 -0.0908 -0.22
C -0.0060 4.0446 1.2977 0.0422 -0.0973 0.1576 -0.09
H -3.5289 6.3082 0.8555 0.0165 -0.0239 -0.0021 0.09
H -1.9557 7.0524 1.1808 -0.0037 0.0706 -0.0051 0.07
H -3.1043 7.8385 0.0705 0.0197 0.0242 0.0195 0.09
H -1.4894 7.9011 -1.4482 0.0430 -0.0036 0.0937 0.12
H -1.6924 6.5628 -2.5797 -0.0172 -0.0047 0.0104 0.12
H 0.6523 6.8479 -2.2473 0.0226 -0.0155 -0.0022 0.12
H 0.1247 5.3228 -1.5211 -0.0050 0.0065 -0.0946 0.10
H -0.0070 6.7013 0.5857 -0.0115 0.0142 -0.0105 0.07
H 2.2306 6.7331 1.1550 0.0547 0.0078 -0.0173 0.12
H 2.6784 6.6333 -0.5393 0.0080 -0.0472 -0.0260 0.12
H 3.1175 4.5635 0.4847 -0.0040 -0.0104 0.0206 0.12
H 1.7672 4.2577 -0.5898 -0.1227 0.0402 0.0166 0.12
H -0.2717 3.7583 0.2768 -0.0154 0.0601 -0.0220 0.09
H -0.5634 4.9390 1.5858 -0.0427 0.0075 -0.1081 0.07
H -0.3031 3.2429 1.9744 0.0285 -0.0147 -0.0091 0.09

82
Properties=species:S:1:pos:R:3:forces:R:3:lowdin_charge:R:1 method="wB97M-V/def2-TZVPD" multiplicity=2 lumo_ev="0.51 / 0.44" gap_ev="8.76 / 9.40" charge=0
C 1.0565 -1.4720 3.7744 0.4264 0.2487 0.2474 -0.12
C 1.9573 -0.5833 2.9281 0.2581 -0.9261 -0.3942 -0.69
Cl 3.5391 -1.4916 2.7751 -0.0836 0.0924 0.0053 0.57
C 1.4383 -0.2820 1.5243 0.0961 0.9345 0.3375 -0.59
Cl 2.7705 0.5660 0.6273 -0.0063 -0.0232 0.0169 0.66
C 0.1534 0.6214 1.4288 0.0084 -0.2567 -1.0864 -0.47
N -0.0538 0.9694 -0.0040 -0.1742 0.1161 0.5642 0.05
C -1.0898 -0.2097 1.8239 0.3815 0.3970 0.4161 -0.06
C -1.9252 0.3024 3.0050 -0.7880 -1.2907 -0.0769 -0.46
C -2.5392 -0.9436 3.6726 0.7267 0.6717 0.0845 -0.02
C -3.0940 1.1553 2.4687 0.3232 0.1925 0.0668 -0.01
N -1.1248 1.0016 4.0345 -1.0471 1.5758 -0.6932 -0.13
O -1.8203 1.3489 5.0606 0.5250 -0.5971 0.1640 0.00
C -0.2582 2.1289 3.5853 1.6922 0.3288 0.5888 -0.42
C 0.9150 2.2291 4.6212 -0.5127 0.0086 -0.0368 -0.01
C -0.9843 3.4795 3.6441 -0.3088 -0.1515 -0.2765 -0.03
C 0.3167 1.9645 2.1583 -0.7307 -0.6524 -0.1497 -0.07
H 0.4079 -0.8577 4.3872 -0.4075 -0.0199 -0.0804 0.07
H 0.5067 -2.1927 3.1841 -0.1671 -0.0498 -0.1032 0.08
H 1.6914 -2.0368 4.4452 0.0276 -0.0539 0.2300 0.06
H 2.2152 0.3276 3.4448 0.0592 0.1769 0.0460 0.06
H 1.2684 -1.1986 0.9730 -0.0452 -0.2544 -0.0424 0.10
H 0.4698 1.8019 -0.2514 0.1517 -0.1527 -0.1972 0.02
H 0.2484 0.2066 -0.5990 -0.0131 0.0877 -0.1076 0.08
H -0.8154 -1.2465 1.9708 0.0755 -0.1798 0.2085 0.10
H -1.7509 -0.2077 0.9688 -0.0783 0.0014 -0.2415 0.12
H -3.1508 -1.4804 2.9661 -0.0247 -0.0521 -0.1038 0.06
H -3.1227 -0.6729 4.5435 -0.1946 0.0041 0.0651 0.09
H -1.7116 -1.5749 3.9788 -0.0691 -0.3208 0.2203 0.07
H -3.9024 0.4815 2.2092 -0.1384 -0.1426 -0.1498 0.08
H -3.4762 1.8337 3.2231 -0.0123 0.1051 0.1298 0.08
H -2.8160 1.6934 1.5648 0.0354 0.2612 0.0241 0.09
H 1.8898 2.2019 4.1497 0.1549 -0.1596 -0.0326 0.07
H 0.8128 1.4552 5.3740 0.1796 -0.2336 0.0410 0.08
H 0.8649 3.1668 5.1612 -0.0206 0.2024 0.0792 0.07
H -1.9790 3.4396 3.2090 -0.0681 -0.0531 -0.0679 0.07
H -1.0546 3.8598 4.6535 -0.1480 -0.0476 0.2017 0.08
H -0.4078 4.1799 3.0484 0.1630 0.2184 0.0240 0.09
H -0.1754 2.6948 1.5245 -0.2030 0.0615 -0.1232 0.12
H 1.3687 2.2191 2.1152 0.1854 0.1936 0.2177 0.09
O -4.5535 -3.0738 3.1352 -0.3266 -0.2233 -0.0525 0.09
C -5.6971 -2.7502 2.9557 0.0062 -0.2005 0.0690 -0.52
O -6.1976 -1.7372 3.6891 0.1510 0.1761 -0.0040 0.00
C -7.4687 -1.1330 3.4323 -0.2035 0.0007 0.0371 -0.24
C -8.5951 -1.8693 4.1268 0.0491 -0.1400 0.0100 -0.06
C -6.5984 -3.4905 1.9966 0.0534 0.2165 -0.3084 0.02
H -7.6399 -1.0323 2.3598 0.0115 -0.0587 -0.0119 0.11
H -7.3847 -0.1240 3.8324 0.0997 -0.0141 0.0215 0.12
H -8.6995 -2.8884 3.7539 -0.0329 0.0218 -0.0572 0.07
H -9.5408 -1.3493 3.9728 0.0055 0.0186 -0.0010 0.08
H -8.3998 -1.9311 5.1971 -0.0036 0.0604 0.0058 0.08
H -7.0706 -4.3163 2.5271 -0.0323 0.0085 0.0180 0.10
H -5.9821 -3.8952 1.1982 0.0694 -0.0959 0.1079 0.09
H -7.3649 -2.8706 1.5378 -0.0885 -0.0362 0.1238 0.07
O 1.3981 3.3483 -1.5423 -0.0054 -0.0085 -0.0612 0.08
C 2.2036 3.0343 -2.3798 0.0666 -0.1871 0.0716 -0.52
O 1.7825 2.8493 -3.6435 -0.1425 0.2174 0.0270 0.01
C 2.6769 2.6584 -4.7458 0.1280 -0.1592 -0.1599 -0.23
C 3.0648 1.2055 -4.9152 0.0460 -0.1037 0.1802 -0.06
C 3.6463 2.7602 -2.0307 0.1704 0.3882 -0.0484 0.00
H 3.5466 3.3101 -4.6547 0.0056 -0.0136 0.0652 0.11
H 2.1238 2.9957 -5.6205 -0.0922 0.0215 0.0654 0.13
H 3.6136 0.8343 -4.0478 0.0561 0.0530 -0.0110 0.07
H 3.6881 1.0780 -5.8006 -0.0459 0.0171 -0.0360 0.07
H 2.1747 0.5868 -5.0262 -0.0196 0.0382 -0.0931 0.09
H 3.7385 1.7133 -1.7456 0.0159 -0.0211 -0.0353 0.05
H 3.9103 3.3796 -1.1772 -0.1119 -0.1044 0.1070 0.09
H 4.3531 2.9851 -2.8258 -0.0519 -0.1479 -0.0743 0.07
O 2.8082 -0.6661 -7.8946 0.1181 0.1082 0.0099 0.10
C 3.7684 -1.3417 -7.6465 -0.1413 -0.2534 -0.1236 -0.53
O 4.9948 -0.7827 -7.7048 -0.0397 0.2686 0.1196 -0.01
C 6.1771 -1.4357 -7.2322 0.1611 -0.1351 -0.0513 -0.24
C 6.7962 -2.3222 -8.2925 -0.1117 -0.0386 -0.0838 -0.06
C 3.6397 -2.8168 -7.3463 0.0140 0.0139 0.3942 0.01
H 5.9769 -1.9767 -6.3067 -0.0482 -0.0290 -0.0220 0.11
H 6.8623 -0.6276 -6.9810 -0.0696 0.0686 -0.0196 0.12
H 6.1302 -3.1382 -8.5731 0.0161 -0.0360 0.0573 0.07
H 7.7308 -2.7514 -7.9308 0.0056 0.0140 0.0121 0.08
H 7.0020 -1.7437 -9.1928 0.0408 0.0335 0.0288 0.08
H 3.6713 -3.3707 -8.2836 0.0344 -0.0087 -0.0101 0.10
H 2.6745 -2.9810 -6.8748 -0.0762 0.0429 -0.1464 0.09
H 4.4010 -3.2021 -6.6722 0.0908 -0.0338 -0.1357 0.07